{
  "formula": "C37H37FN8O3RbS3",
  "method": "wB97M-V/def2-TZVPD",
  "symbols": ["Rb", "N", "C", "C", "C", "C", "N", "H", "H", "H", "H", "H", "H", "H", "H", "H", "H", "H", "H", "S", "C", "C", "C", "C", "C", "C", "N", "C", "C", "C", "C", "C", "C", "C", "H", "H", "H", "H", "H", "H", "H", "H", "C", "C", "C", "C", "C", "C", "C", "F", "C", "C", "C", "O", "C", "C", "N", "C", "C", "O", "O", "H", "H", "H", "H", "H", "H", "H", "H", "H", "H", "H", "N", "C", "N", "C", "C", "S", "C", "C", "S", "C", "N", "N", "H", "H", "H", "H", "H", "H"],
  "positions_angstrom": [[-0.53, -0.40, -0.81], [2.45, -2.18, -1.05], [3.27, -0.99, -0.89], [3.67, -0.83, 0.57], [4.29, 0.53, 0.89], [3.24, 1.64, 0.89], [2.18, 1.31, 1.83], [3.03, -3.02, -1.07], [1.93, -2.13, -1.92], [2.66, -0.14, -1.19], [4.18, -1.00, -1.53], [4.37, -1.63, 0.85], [2.76, -0.93, 1.18], [5.08, 0.76, 0.16], [4.74, 0.48, 1.88], [2.79, 1.72, -0.10], [3.73, 2.60, 1.12], [1.32, 1.79, 1.61], [2.44, 1.51, 2.78], [-2.39, -5.37, 1.55], [-0.73, -5.56, 2.04], [-0.06, -6.71, 2.40], [1.28, -6.62, 2.71], [1.94, -5.39, 2.69], [1.27, -4.23, 2.36], [-0.08, -4.30, 2.02], [-0.87, -3.26, 1.64], [-2.08, -3.60, 1.35], [-3.12, -2.72, 0.93], [-4.41, -3.23, 0.69], [-5.43, -2.38, 0.33], [-5.17, -1.02, 0.22], [-3.90, -0.53, 0.46], [-2.81, -1.34, 0.80], [-0.57, -7.67, 2.41], [1.83, -7.51, 2.96], [2.99, -5.36, 2.93], [1.76, -3.27, 2.34], [-4.59, -4.29, 0.79], [-6.42, -2.78, 0.13], [-5.98, -0.35, -0.06], [-3.73, 0.54, 0.38], [2.49, 0.92, -7.88], [2.32, 2.31, -7.26], [3.61, 3.10, -7.48], [3.50, 4.47, -6.83], [3.22, 4.29, -5.37], [3.69, 5.20, -4.45], [3.40, 5.04, -3.10], [3.88, 5.96, -2.22], [2.65, 3.99, -2.65], [2.17, 3.04, -3.58], [1.34, 1.95, -3.08], [1.06, 1.86, -1.87], [0.86, 1.05, -4.08], [1.17, 1.24, -5.38], [2.00, 2.24, -5.84], [2.46, 3.17, -4.95], [-0.05, -0.09, -3.57], [-1.23, 0.20, -3.41], [0.54, -1.16, -3.33], [3.00, 1.02, -8.84], [1.54, 0.43, -8.07], [3.09, 0.29, -7.23], [1.50, 2.84, -7.78], [3.80, 3.19, -8.55], [4.44, 2.55, -7.02], [2.70, 5.04, -7.30], [4.43, 5.04, -6.96], [4.28, 6.04, -4.77], [2.40, 3.86, -1.61], [0.76, 0.58, -6.13], [-1.34, 3.58, -1.64], [-1.58, 3.68, -0.33], [-1.36, 2.75, 0.53], [-1.76, 3.09, 1.79], [-2.30, 4.34, 1.91], [-2.33, 5.14, 0.37], [-1.60, 2.12, 2.85], [-1.91, 2.30, 4.17], [-1.58, 0.87, 5.08], [-1.03, 0.11, 3.55], [-1.10, 0.89, 2.54], [-0.54, -1.14, 3.55], [-0.73, 2.82, -1.91], [-1.35, 4.42, -2.20], [-2.67, 4.83, 2.78], [-2.30, 3.16, 4.67], [-0.74, -1.71, 4.36], [-0.57, -1.63, 2.65]],
  "lowdin_charge": [0.8660, 0.0023, -0.2957, -0.2214, -0.2073, -0.2906, 0.0224, 0.0696, 0.0297, 0.0840, 0.1146, 0.1044, 0.0907, 0.1039, 0.1008, 0.0791, 0.1051, 0.0518, 0.0757, 1.0685, -0.4810, -0.1143, -0.1181, -0.1042, -0.0133, -0.3077, 0.0676, -0.4843, -0.3134, -0.1029, -0.1271, -0.1170, -0.1761, -0.1699, 0.0985, 0.0908, 0.0939, 0.1043, 0.0619, 0.0862, 0.0866, 0.0670, -0.0483, -0.3147, -0.1524, -0.1381, -0.1439, 0.0425, -0.2559, 0.0460, 0.0767, -0.0368, -0.3266, -0.0696, -0.0218, 0.0361, 0.0072, -0.0814, -0.8128, -0.0801, -0.0805, 0.0784, 0.0730, 0.0972, 0.1564, 0.1184, 0.1345, 0.1271, 0.1170, 0.1241, 0.1295, 0.1358, 0.1216, -0.6775, 0.1005, -0.3456, -0.3819, 0.9820, -0.3501, -0.3874, 0.9751, -0.6788, 0.0964, 0.1136, 0.0696, 0.0941, 0.0553, 0.0520, 0.0889, 0.0543],
  "lumo_ev": 1.882,
  "homo_lumo_gap_ev": 5.2,
  "total_charge": -1,
  "multiplicity": 1
}

{
  "formula": "C3H10NOS",
  "method": "wB97M-V/def2-TZVPD",
  "symbols": ["C", "C", "S", "C", "N", "H", "H", "H", "H", "H", "H", "H", "H", "H", "H", "O"],
  "positions_angstrom": [[-1.50, -0.11, -0.34], [-0.98, -0.40, 1.08], [0.81, -0.14, 1.35], [-1.11, -1.21, -1.29], [-1.41, -0.87, -2.70], [-1.07, 0.86, -0.67], [-2.56, 0.16, -0.33], [-1.27, -1.43, 1.31], [-1.52, 0.28, 1.74], [-1.68, -2.11, -1.04], [-0.04, -1.41, -1.15], [-1.09, 0.08, -2.84], [-0.89, -1.47, -3.33], [1.85, 2.58, 0.59], [2.84, 1.71, 1.22], [2.80, 2.45, 0.61]],
  "lowdin_charge": [-0.3412, -0.7693, 0.1695, -0.3277, -0.0351, 0.0875, 0.0942, 0.0320, 0.0234, 0.1003, 0.0786, 0.0403, 0.0420, -0.0194, -0.0416, -0.1335],
  "e_above_lowest_kcal_mol": 10.4,
  "lumo_ev": 4.103,
  "homo_lumo_gap_ev": 6.8,
  "total_charge": -1,
  "multiplicity": 1
}

{
  "formula": "FeH6IO3",
  "method": "wB97M-V/def2-TZVPD",
  "symbols": ["Fe", "I", "O", "H", "H", "O", "H", "H", "O", "H", "H"],
  "positions_angstrom": [[-1.87, 1.22, 3.32], [0.26, 0.78, 1.46], [1.31, -2.58, 0.76], [0.76, -1.83, 0.53], [0.70, -3.31, 0.85], [1.98, 0.39, -1.77], [1.56, 0.82, -1.02], [1.35, -0.29, -2.04], [-2.03, 1.95, -0.86], [-2.74, 1.30, -0.79], [-1.28, 1.54, -0.44]],
  "lowdin_spin": [3.8320, 0.1541, 0.0021, 0.0020, 0.0000, 0.0015, 0.0012, 0.0000, 0.0051, 0.0000, 0.0021],
  "lumo_ev": [-8.453, -8.537],
  "homo_lumo_gap_ev": [5.7, 5.6],
  "total_charge": 1,
  "multiplicity": 5
}

{
  "formula": "C3H5NOS",
  "method": "wB97M-V/def2-TZVPD",
  "symbols": ["C", "C", "C", "N", "O", "S", "H", "H", "H", "H", "H"],
  "positions_angstrom": [[0.15, -0.13, 0.13], [-0.14, -1.95, -1.62], [0.49, -1.44, -0.58], [-0.36, 2.62, 1.39], [0.44, 0.07, 1.27], [-0.89, 2.24, -0.11], [0.15, -2.92, -2.00], [-0.95, -1.45, -2.10], [1.30, -1.94, -0.06], [-0.83, 2.19, 2.17], [0.64, 2.72, 1.50]],
  "lowdin_charge": [-0.2818, 0.0335, -0.1389, -0.4697, -0.0273, 0.5895, 0.0643, 0.0681, 0.1023, 0.0290, 0.0310],
  "e_above_lowest_kcal_mol": 81.3,
  "lumo_ev": [-0.277, -0.260],
  "homo_lumo_gap_ev": [7.7, 7.6],
  "multiplicity": 1
}

{
  "formula": "C3H5N",
  "method": "wB97M-V/def2-TZVPD",
  "symbols": ["C", "C", "C", "N", "H", "H", "H", "H", "H"],
  "positions_angstrom": [[-1.80, -0.56, 0.20], [-0.68, -0.23, 0.79], [1.27, 0.92, -0.26], [2.11, 0.05, -0.54], [-2.31, -1.49, 0.63], [-2.44, 0.00, -0.59], [-0.06, -0.71, 1.44], [1.01, 1.89, -0.48], [2.91, 0.12, -1.18]],
  "lowdin_charge": [-0.1377, -0.0367, -0.0531, 0.0417, 0.0634, 0.0716, -0.0221, 0.0144, 0.0586],
  "e_above_lowest_kcal_mol": 127.4,
  "lumo_ev": [0.598, 0.523],
  "homo_lumo_gap_ev": [8.6, 8.3],
  "multiplicity": 1
}

One value per record, in order, for E: -3414.5815 -648.5150 -1790.3192 -645.3820 -171.8520 a.u..